C28H26N11S2Ti | the ωB97M-V functional and the def2-TZVPD basis

Results
ΔE to the lowest compared entry with this formula, charge and spin   0.000 eV
Net charge   +3
Spin multiplicity   1
Kohn-Sham gap   6.099 eV
E   -3330.05918 hartree

Structure (XYZ):
```
68
C28H26N11S2Ti (the ωB97M-V functional and the def2-TZVPD basis)
Ti -19.40808 -2.02779 -11.59969
S -19.89091 -3.52614 -13.64004
S -19.20754 0.32589 -10.36168
N -17.55908 -1.53359 -12.47767
N -18.45634 -2.63989 -15.65842
N -16.70369 -6.74612 -8.65229
N -18.53856 0.10902 -13.94143
N -22.59349 -1.16969 -11.93743
N -18.09485 0.29229 -7.93785
N -20.35414 -0.82650 -12.69564
N -18.65987 -3.71304 -10.72937
N -19.08202 2.28995 -8.65723
N -21.15849 -2.38553 -10.45133
N -20.68799 -2.05776 -15.70074
C -22.39363 -2.03840 -10.92079
C -23.20981 1.15783 -13.89699
C -23.52316 -3.22303 -9.14438
C -17.75658 0.89745 -6.81856
C -19.78118 0.03062 -13.61389
C -17.32892 -5.78149 -9.31121
C -22.26432 -3.50054 -8.61438
C -21.71808 -0.57550 -12.65929
C -21.94149 2.57280 -15.41164
C -19.66360 -2.65376 -15.11076
C -17.86373 -3.45236 -9.65714
C -20.81393 0.87544 -14.19781
C -18.20745 -6.04877 -10.38835
C -15.06645 -0.71227 -13.55295
C -23.57676 -2.47906 -10.29886
C -16.38450 -2.09487 -12.11186
C -18.05858 2.24220 -6.55496
C -16.24553 -0.14024 -13.96696
C -15.14905 -1.72460 -12.59666
C -22.02979 0.50042 -13.59396
C -21.13994 -3.08065 -9.29293
C -20.75518 1.90801 -15.11898
C -17.18716 -4.41529 -8.95775
C -18.75151 2.92566 -7.52376
C -18.74674 0.97971 -8.86649
C -17.48040 -0.55130 -13.42577
C -23.13948 2.20377 -14.81420
C -18.81757 -5.01827 -11.04965
H -14.26465 -2.22147 -12.22592
H -21.92542 3.39398 -16.11385
H -20.16658 -3.31306 -8.87001
H -16.42601 -2.90258 -11.38945
H -18.39687 -7.06990 -10.68999
H -19.59445 2.77299 -9.39393
H -19.82222 2.18815 -15.58344
H -17.22634 0.28875 -6.09650
H -22.16495 -4.03451 -7.68032
H -16.78769 -7.71260 -8.93107
H -16.54967 -4.13574 -8.12940
H -16.27749 0.65362 -14.69755
H -17.70962 -3.17347 -15.23229
H -19.05500 3.95953 -7.42042
H -20.59221 -1.61646 -16.60692
H -19.48230 -5.24177 -11.87813
H -24.14532 0.87621 -13.43604
H -18.30401 -2.29954 -16.60148
H -21.62276 -2.17480 -15.33351
H -16.09642 -6.54519 -7.87120
H -17.77635 -2.40168 -9.35652
H -24.42520 -3.55002 -8.64831
H -17.76692 2.71930 -5.63341
H -24.03634 2.74792 -15.06662
H -24.51042 -2.17535 -10.74582
H -14.11235 -0.38987 -13.94747
```

Here are the Mulliken charges for atoms 1 to 2, given in e:
1 Ti -0.19
2 S -0.43



C3H10O4S | the ωB97M-V functional and the def2-TZVPD basis

Results
ΔE to the lowest compared entry with this formula, charge and spin   0.352 eV
Spin multiplicity   1
SMILES   O=C(O)CCS.O.O
Kohn-Sham gap   10.105 eV
E   -819.45185 hartree

Structure (XYZ):
```
18
C3H10O4S (the ωB97M-V functional and the def2-TZVPD basis)
S 0.49824 2.21822 -1.88697
O 1.15932 1.80671 1.70851
O 1.47638 -1.74633 1.00015
O -0.72938 -1.38188 0.84805
O -3.40512 -1.27088 1.57659
C -0.20208 0.52539 -1.37577
C 0.75436 -0.51013 -0.85621
C 0.37926 -1.21769 0.42647
H 1.75643 1.78456 0.95882
H 1.10960 2.68734 2.13457
H -3.63123 -0.73347 0.80846
H 1.29273 -1.94467 1.91620
H -0.51812 0.22496 -2.36808
H 1.76248 -0.08853 -0.70612
H -2.52802 -1.58207 1.31895
H 1.00893 1.83410 -3.04772
H -1.14338 0.69584 -0.87181
H 0.95962 -1.30148 -1.58411
```

Here are the Mulliken charges for atoms 1 to 2, given in e:
1 S -0.20
2 O -0.61



C39H47Cl3N7O3SV | the ωB97M-V functional and the def2-TZVPD basis

Results
ΔE to the lowest compared entry with this formula, charge and spin   0.000 eV
Net charge   +2
Spin multiplicity   3
Kohn-Sham gap (spin up / spin down)   7.846 / 7.898 eV
Expectation value of S²   2.013
E   -4845.71424 hartree

Structure (XYZ):
```
101
C39H47Cl3N7O3SV (the ωB97M-V functional and the def2-TZVPD basis)
V -1.69951 1.49597 0.15793
Cl 6.87389 -2.47363 -2.12457
Cl -0.06811 -3.54933 -2.02027
Cl 5.54749 -5.09693 2.34613
S 1.79989 -5.73303 -2.92517
O -1.53001 1.04727 1.90413
O -0.69621 2.89987 -0.02147
O 3.71599 -1.11393 -2.53677
N -1.62871 1.16147 -1.76137
N 0.69849 0.67547 0.11433
N -3.24791 2.59747 0.57793
N -3.69491 -0.02923 0.07243
N 2.84189 0.90427 -0.35267
N 0.27139 -4.13473 0.94783
N -0.38491 -1.85603 1.54143
C -2.92801 -0.95883 -2.13807
C 5.88139 -2.56313 -0.71637
C 1.50809 -4.09243 -2.45337
C 3.44749 -5.34553 -3.21197
C -0.73951 5.74637 -2.96647
C -4.11481 3.02997 -0.49267
C -1.79691 1.73077 2.97413
C -1.59731 -0.20893 -2.22267
C -1.29641 2.08047 -2.60897
C 1.60789 0.67317 -0.83687
C -4.90481 0.62697 -0.47807
C -3.44401 3.11207 1.74483
C 0.74129 -3.82713 2.30883
C 4.09449 0.82997 -1.06007
C 4.19689 -1.71583 0.73763
C 0.75399 -2.28133 2.35873
C -3.36991 -1.22993 -0.70537
C -4.61531 1.85387 -1.34177
C -1.07131 3.45007 -2.27757
C -0.47851 6.10637 -1.64367
C -2.74181 2.79447 2.94503
C -1.18221 1.41857 4.20263
C -0.77221 3.81547 -0.92627
C -4.00371 -0.45453 1.44043
C 1.37199 0.99157 1.26303
C 6.09929 -3.62273 0.15173
C -1.01321 4.43577 -3.27417
C 2.62139 -3.30333 -2.51097
C 2.69899 1.13417 0.98593
C -3.02801 3.48837 4.13193
C 4.89399 -1.60243 -0.46127
C 2.57399 -1.84013 -2.15927
C 4.56509 -0.57813 -1.52877
C -1.46551 2.13507 5.34233
C -2.39441 3.17527 5.31123
C 3.73879 -4.04403 -2.95877
C 4.41219 -2.75933 1.62203
C 5.34289 -3.73843 1.30813
C -0.47211 5.16157 -0.64507
H -1.24681 -0.25443 -3.26587
H -1.21781 -1.73153 2.10913
H -3.70401 -0.43443 -2.69547
H -2.78951 -1.92513 -2.62777
H -4.28251 0.40567 2.04743
H -5.48771 -0.10233 -1.05437
H -0.46001 0.61227 4.23213
H 1.72199 -1.41543 -2.70777
H -2.62271 3.72217 6.21113
H -3.89101 1.61967 -2.11847
H -0.30561 -4.96983 0.87613
H 3.47849 -0.96323 1.01763
H 4.10599 -6.11293 -3.56567
H -1.21661 4.15007 -4.29477
H 0.01259 -4.21593 3.01973
H -0.72371 6.49297 -3.74217
H -3.56581 3.73357 -1.13037
H 3.53099 1.37897 1.61463
H 0.86279 1.10757 2.20003
H -1.12931 1.80567 -3.65777
H -0.26981 7.13517 -1.40047
H -4.97651 3.56637 -0.07657
H -0.96851 1.88647 6.26773
H -0.30101 -3.12503 0.82783
H -5.54111 2.15787 -1.83197
H 6.85449 -4.35573 -0.07737
H 1.71839 -4.25483 2.52913
H -2.55781 -1.75583 -0.18897
H 3.87109 -2.81193 2.55333
H 4.70519 -3.59923 -3.10467
H -3.13371 -0.92423 1.89853
H 1.02289 -4.19793 0.26323
H -0.87091 -0.74543 -1.59407
H 1.41249 0.52077 -1.87997
H -4.83191 -1.17703 1.45083
H -4.23951 3.85307 1.86093
H 4.01839 1.44167 -1.96457
H -0.22331 -0.97743 1.04203
H -5.53391 0.95427 0.35333
H 2.37059 -1.75073 -1.08287
H -4.24821 -1.89803 -0.73167
H -3.76311 4.27957 4.10313
H 4.86679 1.24427 -0.40997
H 5.48779 -0.36783 -2.08367
H -0.24271 5.42257 0.37853
H 0.71039 -1.93533 3.39033
H 1.67499 -1.90793 1.91063
```

Here are the Mulliken charges for atoms 1 to 2, given in e:
1 V -0.05
2 Cl -0.15



C9H13FSi | the ωB97M-V functional and the def2-TZVPD basis

Results
ΔE to the lowest compared entry with this formula, charge and spin   0.358 eV
Spin multiplicity   1
SMILES   CC[Si@@](C)(F)c1ccccc1
Kohn-Sham gap   10.038 eV
E   -740.13709 hartree

Structure (XYZ):
```
24
C9H13FSi (the ωB97M-V functional and the def2-TZVPD basis)
Si -0.10774 1.33142 -0.47429
F -0.56866 1.10663 -2.00188
C -1.57731 -1.76611 2.05937
C 1.89998 1.23005 -0.78202
C -1.18468 -0.48771 1.67192
C -0.81385 -0.28560 0.27720
C -0.43744 3.18441 0.00986
C -1.36083 -2.60128 -0.13693
C -0.90959 -1.37598 -0.58588
C 2.49567 -0.13596 -1.14601
C -1.67527 -2.86470 1.21403
H -1.58084 -1.91350 3.12072
H -1.93878 -3.82917 1.56302
H 1.99615 1.99327 -1.61939
H 2.42257 1.81538 0.03689
H -0.73724 -1.40091 -1.62406
H -0.07697 3.97204 -0.61769
H -1.04692 0.21280 2.43457
H 0.13596 3.31481 0.87706
H 3.51383 -0.08374 -1.59889
H 2.47037 -0.73681 -0.27294
H -1.55685 -3.41091 -0.89886
H -1.36742 3.44318 0.43483
H 2.00585 -0.71161 -1.94062
```

Here are the Mulliken charges for atoms 1 to 2, given in e:
1 Si 0.59
2 F -0.31